Record 1
49
Properties=species:S:1:pos:R:3:forces:R:3 method="wB97M-V/def2-TZVPD" smiles="CN1CCN(C2=Cc3nncn3-c3ccccc3N2c2ccccc2)CC1" charge=0 spin_multiplicity=1
N 3.589436 3.367976 -0.877413 -1.07 0.27 -1.45
N 3.568923 2.105974 -0.340201 0.03 0.71 -0.05
C 2.529597 3.506376 -1.677394 1.18 -0.29 1.65
C 2.482614 1.527746 -0.740636 -1.12 -1.29 -0.18
C 2.131539 0.131831 -0.379578 -0.91 0.57 -0.02
C 0.832278 -0.299909 -0.213972 3.28 -1.26 0.74
C -1.858672 2.900395 2.723550 0.28 0.12 0.18
C -0.648501 2.008759 -4.389338 -0.15 0.08 0.62
C -2.408691 2.949920 1.475424 0.93 -1.17 -1.88
C -0.693637 2.156701 2.929929 -0.78 -0.35 -0.67
C -1.555130 1.112759 -3.865864 -0.62 -0.67 -0.18
C 0.385426 2.477943 -3.605537 0.30 -0.60 0.33
C -1.820979 2.195097 0.386391 -1.36 1.33 0.89
C -0.161971 1.372501 1.896551 -0.57 0.54 0.38
C -1.416553 0.664524 -2.568188 0.15 -0.47 0.59
C 0.600623 1.985011 -2.306967 -0.88 0.03 -0.68
C -0.714162 1.379490 0.594463 -0.51 0.58 0.97
C -0.344762 1.083503 -1.769394 0.23 0.44 -1.30
N 1.751152 2.359937 -1.593461 0.65 0.02 0.48
N -0.210340 0.594466 -0.461580 -0.42 -0.29 0.84
N 0.563463 -1.613618 0.252444 -1.42 0.05 -0.51
N -0.252672 -4.210987 1.362198 -0.45 -0.85 -0.05
C -0.425449 -4.112446 2.830150 0.91 1.25 -1.04
C -0.851157 -1.907664 0.638324 0.00 0.08 -0.11
C 1.571844 -2.519561 0.883931 0.24 0.24 -1.21
C -1.228439 -3.412576 0.592054 0.59 0.46 1.12
C 1.118084 -4.011243 0.852310 -0.61 1.00 1.42
H 2.309612 4.450240 -2.184344 -0.20 -0.73 0.11
H 3.001701 -0.472911 -0.131702 -0.36 0.08 -0.11
H -2.359603 3.459518 3.508039 0.37 -0.10 0.14
H -0.764670 2.327081 -5.399442 0.08 0.30 -0.54
H -3.281088 3.569679 1.336631 -0.12 -0.08 -0.40
H -0.312006 2.170415 3.936296 0.53 -0.33 0.02
H -2.351207 0.698826 -4.489502 0.19 0.26 0.21
H 1.101281 3.124251 -4.063354 0.45 0.42 -0.02
H -2.295254 2.288683 -0.598395 0.31 -0.17 0.43
H 0.659192 0.740791 2.137061 0.70 -0.35 -0.07
H -2.116125 -0.077342 -2.146245 0.41 0.52 -0.22
H -1.436188 -4.325334 3.141337 -0.49 0.23 -0.26
H -0.111443 -3.089779 3.130855 -0.43 -0.43 0.50
H 0.171284 -4.819940 3.385376 0.55 -0.31 -0.20
H -1.574956 -1.373756 -0.001149 0.63 -0.02 0.14
H -0.976638 -1.504040 1.652215 -0.33 -0.25 0.02
H 2.541290 -2.444112 0.324393 -0.89 -0.01 0.49
H 1.758351 -2.235939 1.911158 0.08 0.38 0.41
H -1.235401 -3.793871 -0.435065 -0.05 0.17 0.08
H -2.256287 -3.516840 1.044228 1.04 -0.03 -0.50
H 1.191696 -4.348413 -0.156839 -0.20 -0.42 -0.81
H 1.802591 -4.620113 1.470251 -0.19 0.37 -0.27

Record 2
14
Properties=species:S:1:pos:R:3:forces:R:3 method="wB97M-V/def2-TZVPD" smiles=NCO.CS charge=0 spin_multiplicity=1
C 2.330745 -3.639336 -2.267979 -1.15 -1.48 1.39
S 1.526980 -4.700422 -0.845243 0.41 0.67 -1.28
H 2.899973 -4.454996 -2.686309 0.68 0.56 -0.46
H 2.895396 -2.886153 -1.730001 0.13 0.07 -0.52
H 1.599615 -3.279162 -3.003347 0.20 0.02 0.57
H 2.062522 -5.839040 -1.332008 -0.26 0.17 0.30
N -1.325334 3.573070 2.353310 0.22 -0.85 0.06
C -2.008915 3.405788 1.100373 2.35 0.75 -0.94
O -2.029015 2.128068 0.432638 -0.86 -0.41 0.84
H -0.410859 3.139543 2.279750 0.06 0.25 0.28
H -1.773939 3.243212 3.198746 -0.27 -0.16 -0.24
H -1.317352 3.919263 0.401615 -0.95 0.70 0.25
H -2.970399 3.889534 1.185199 -0.45 -0.36 -0.38
H -1.479418 1.500632 0.913257 -0.10 0.07 0.12

Record 3
35
Properties=species:S:1:pos:R:3:forces:R:3 method="wB97M-V/def2-TZVPD" smiles="C=N/C=C/CCN.O.O.O.O.O.O" charge=0 spin_multiplicity=1
C -0.125992 2.374669 -0.258399 -3.67 2.45 -0.59
C 0.919676 1.920148 0.646944 2.07 -1.86 2.46
C 1.320371 0.428000 0.334505 -2.33 4.16 -0.50
C 1.978814 -0.340775 1.104940 4.46 -3.54 2.87
N 2.347934 -1.708231 0.865857 -0.81 -0.37 -2.19
C 2.807435 -2.149073 -0.249563 -0.03 -0.90 0.90
N 0.138888 2.290824 -1.669901 -3.13 -2.04 0.75
H -0.273768 3.459055 -0.182197 -0.09 0.00 0.94
H -1.202144 1.982564 -0.103166 1.76 0.02 0.16
H 1.798296 2.580241 0.436068 -0.40 -0.54 0.45
H 0.648922 1.973091 1.786968 0.46 0.31 -2.42
H 0.762714 0.026707 -0.469935 0.19 -0.63 -0.86
H 2.503647 -0.233573 2.094186 -1.00 1.43 -0.84
H 3.223252 -1.763829 -1.190591 -0.57 1.46 0.49
H 2.898762 -3.232916 -0.340004 0.03 -0.21 0.52
H 0.829230 2.854871 -1.980320 2.74 2.27 -0.97
H 0.409233 1.363492 -1.798040 0.66 -1.73 -1.29
H -3.538993 0.676036 1.238387 -0.58 0.40 -0.78
H -3.737961 -0.778317 1.443959 -8.01 -11.76 -4.66
O -3.329317 -0.130566 1.672919 8.65 11.38 5.40
H 1.405415 -1.204339 -3.881416 0.68 -1.89 -3.96
H 0.808340 -1.116713 -2.706803 0.02 0.92 1.14
O 1.481083 -0.615314 -3.199397 -0.75 0.97 2.87
H 0.498407 -3.731712 1.656785 -1.65 -0.20 -0.74
H -0.504004 -3.894625 0.394266 0.36 0.28 2.70
O -0.465148 -3.888027 1.418493 1.41 -0.34 -1.55
H -1.344864 -1.160170 -0.169073 -2.09 1.57 -1.18
H -0.855401 -1.748512 1.127742 0.89 -0.04 -2.57
O -0.616399 -1.633858 0.131910 0.67 -1.42 3.13
H -0.671801 1.311504 3.479137 0.97 -0.80 0.47
H -1.861307 1.892195 3.026411 -3.30 -0.37 -0.84
O -1.008174 2.153398 3.212983 2.14 1.08 0.58
H -2.018816 1.478978 -2.515577 -1.17 -2.74 -0.45
H -2.985765 0.092543 -2.868929 -2.17 0.19 -1.33
O -2.240557 0.472231 -2.489137 3.59 2.50 1.91

What energy relative to the best compared isomer or geometry (same formula, charge and spin) values result from the calculations? In sequence: 68.3 103.4 691.8 kJ/mol.
What M values result from the calculations? In sequence: 358.45 95.17 206.24 g/mol.
What largest force on an atom values result from the calculations? In sequence: 3.585 2.642 15.281 eV/Å.